No. 1
11
Properties=species:S:1:pos:R:3:forces:R:3 method="wB97M-V/def2-TZVPD" lumo_energy_ev=4.04 relative_energy_ev=1.818 total_charge=-1 orbital_gap_ev=9.20 multiplicity=1 total_energy_ev=-11820.632 fmax_ev_per_a=7.45
O 0.826 -1.143 1.117 2.3 -3.6 -2.2
C 0.147 -0.326 1.562 -3.1 6.1 2.9
N -0.415 0.876 0.971 1.3 -2.4 0.7
C -0.344 1.254 -0.523 -1.8 0.4 3.8
O -0.867 2.312 -0.778 -0.3 1.8 -0.5
O 0.090 0.321 -1.104 1.6 -2.0 -3.2
H -0.044 -0.334 2.735 -0.2 0.2 -1.5
H -0.700 1.566 1.631 -0.3 0.3 0.4
H 0.576 -1.112 -2.484 0.3 0.0 -0.2
H 0.080 -1.517 -1.194 1.5 -0.8 -0.9
O 0.651 -1.898 -1.933 -1.3 -0.1 0.7


No. 2
9
Properties=species:S:1:pos:R:3:forces:R:3 method="wB97M-V/def2-TZVPD" lumo_energy_ev=0.20 relative_energy_ev=0.198 orbital_gap_ev=10.25 multiplicity=1 smiles=CP(O)C#N total_energy_ev=-14964.448 fmax_ev_per_a=4.48
C 0.600 0.201 -0.266 -2.9 -1.9 2.8
P -0.227 -1.521 -0.735 0.4 1.6 0.5
O -1.351 -1.891 0.366 -2.4 2.2 1.6
C -1.327 -0.696 -1.887 1.7 -1.3 1.5
N -1.747 -0.191 -2.804 -1.6 1.5 -2.4
H 1.337 0.072 0.508 0.7 -0.1 -0.3
H -0.102 0.967 0.118 0.0 -0.6 -0.3
H 0.858 0.472 -1.205 1.7 1.2 -2.7
H -2.051 -1.129 0.593 2.4 -2.5 -0.8